ORCA calculation (ωB97M-V with the def2-TZVPD basis set) on a molecular structure, C3H4O2S.

Geometry (Å):
C -0.2644 0.5664 -0.2200
C -0.7261 -0.5962 0.6770
C 1.0614 0.2135 0.3051
H 0.2344 -0.1183 -2.0244
H -0.5730 1.5752 0.0674
H -1.2439 -0.3201 1.5739
H -1.2290 -1.3988 0.0831
O -0.5531 0.3095 -1.5900
O 0.6928 -0.9552 0.9371
S 2.6009 0.7238 0.1908

Results
Maximum force, eV/A: 3.6
LUMO level, eV: -0.15
Multiplicity: 1
HOMO-LUMO gap, eV: 9.07
HOMO level, eV: -9.226
M, u: 104.13

=====

ORCA calculation (ωB97M-V with the def2-TZVPD basis set) on 2 unconnected molecules or ions with the total composition C3H10N3.

Geometry (Å):
C 0.2917 2.3730 0.3972
N -0.6606 2.1964 -0.4198
H 0.9839 1.5578 0.5994
H 0.4586 3.3168 0.9120
H -1.1866 3.0611 -0.5314
C 0.7309 -1.5184 -0.0512
C -0.4976 -1.0614 0.1495
N -1.2497 -0.4598 -0.9660
N 1.5424 -2.1095 0.8936
H 1.1461 -1.5530 -1.0505
H -1.0156 -1.0446 1.0971
H -1.1328 0.5913 -0.9692
H -0.9056 -0.8415 -1.8457
H -2.2409 -0.6994 -0.8852
H 1.2286 -1.9952 1.8508
H 2.5070 -1.8137 0.8192

Results
Maximum force, eV/A: 0.6
LUMO level, eV: -2.88
Multiplicity: 1
HOMO-LUMO gap, eV: 10.22
Net charge: +1
HOMO level, eV: -13.104
M, u: 88.13

=====

ORCA calculation (ωB97M-V with the def2-TZVPD basis set) on a molecular structure, C13H12O5PPt.

Geometry (Å):
O -0.5084 -4.4738 -4.1656
C -0.5988 -3.6034 -3.4176
Pt -0.5453 -2.0480 -2.1351
O 2.5479 -2.1458 -1.5257
C 1.4206 -2.1722 -1.7819
C -2.5943 -1.7719 -2.2321
O -3.1615 -0.7964 -1.7730
C -1.1491 -3.2808 -0.6382
O -1.7686 -3.9995 0.0244
C -0.3963 -0.6282 -3.4648
O -0.3299 0.1706 -4.2953
H -3.2318 -2.5344 -2.7505
C -1.2072 1.1064 -0.5106
P 0.2500 0.0767 0.0492
C -0.3322 -1.0149 1.3894
C 0.8562 1.3755 1.2352
C 0.1981 1.7881 2.4090
C 0.8361 2.6932 3.2616
C 2.0871 3.2175 2.8905
C 2.6960 2.8592 1.6779
C 2.0764 1.9338 0.8392
H -2.0588 0.5062 -0.8061
H -0.8404 1.6216 -1.4196
H -1.4614 1.8586 0.2398
H 0.0848 -0.5692 2.3018
H -1.4339 -1.0731 1.4671
H 0.1438 -1.9876 1.3344
H -0.7818 1.3615 2.6621
H 0.3891 2.9122 4.2320
H 2.6353 3.8361 3.5984
H 3.6909 3.2144 1.4089
H 2.4871 1.5677 -0.1049

Results
Maximum force, eV/A: 6.7
<S²>: 6.053
LUMO level (spin up / spin down), eV: -10.99 / -14.31
Multiplicity: 5
HOMO-LUMO gap (spin up / spin down), eV: 5.88 / 5.80
Net charge: +3
HOMO level (spin up / spin down), eV: -16.865 / -20.114
M, u: 474.29

=====

ORCA calculation (ωB97M-V with the def2-TZVPD basis set) on a molecular structure, C39H34GeHfN4O6.

Geometry (Å):
Hf 0.2824 -0.0597 0.1282
C 4.0227 -1.0668 2.9679
O 4.1329 -1.3639 1.5494
C 3.0380 -1.1853 0.8496
O 1.9765 -0.7806 1.3589
N 3.1684 -1.4627 -0.4498
N 2.0750 -1.1829 -1.2767
H 5.0178 -1.2345 3.3626
H 3.2989 -1.7372 3.4226
H 3.7138 -0.0340 3.1001
H 4.0529 -1.7748 -0.8216
H 1.7913 -2.0397 -1.7474
H 2.3303 -0.4666 -1.9519
C -0.2316 3.6471 2.6247
C -1.1150 3.2309 3.6880
C -1.5663 1.9660 3.6929
C -1.1830 1.0377 2.6616
N -0.3370 1.4568 1.5885
C 0.1090 2.7780 1.6577
C -1.6153 -0.2506 2.5383
C -2.4841 -1.0947 3.3161
C -2.8170 -2.3166 2.8477
C -2.3531 -2.7999 1.5515
C -1.5173 -2.0249 0.8348
N -1.1056 -0.8070 1.3708
H 0.1568 4.6551 2.5814
H -1.4111 3.9274 4.4614
H -2.2329 1.6137 4.4703
H 0.7612 3.0847 0.8512
H -2.8738 -0.7495 4.2649
H -3.4733 -2.9488 3.4322
H -2.6949 -3.7574 1.1801
H -1.7278 -1.7029 -1.2327
O 1.2686 3.5460 -1.6049
C 1.1209 2.3570 -1.7116
O 1.3865 1.4536 -0.7784
C 0.6311 1.7140 -2.9904
C 1.0255 2.2266 -4.2134
C 0.6707 1.6047 -5.4219
C -0.1022 0.4770 -5.3390
O -0.5859 -0.3003 -6.3522
C -1.4246 -1.2870 -5.7345
O -1.3135 -1.1247 -4.3143
C -0.5282 -0.0288 -4.1228
C -0.1750 0.5610 -2.9426
H 1.6246 3.1269 -4.2220
H 0.9855 1.9973 -6.3782
H -1.0762 -2.2829 -6.0062
H -2.4598 -1.1207 -6.0341
H -0.5760 0.1280 -2.0295
C -0.9245 -2.0591 -0.5703
Ge -0.5471 -3.8213 -1.2635
C -0.2331 -5.0864 0.1739
C -0.8819 -6.3174 0.2136
C -0.6664 -7.2015 1.2662
C 0.2057 -6.8641 2.2889
C 0.8638 -5.6403 2.2625
C 0.6405 -4.7618 1.2139
C 1.0473 -3.9245 -2.4244
C 2.2086 -4.5937 -2.0337
C 3.3357 -4.6176 -2.8506
C 3.3217 -3.9735 -4.0793
C 2.1720 -3.3139 -4.4973
C 1.0511 -3.2965 -3.6779
C -2.0176 -4.4219 -2.3961
C -3.3262 -4.1112 -2.0187
C -4.4061 -4.4741 -2.8127
C -4.1945 -5.1502 -4.0066
C -2.9019 -5.4692 -4.3972
C -1.8248 -5.1085 -3.5949
H -1.5697 -6.5916 -0.5786
H -1.1837 -8.1525 1.2870
H 0.3697 -7.5496 3.1106
H 1.5351 -5.3678 3.0672
H 1.1336 -3.7933 1.2258
H 2.2376 -5.1059 -1.0788
H 4.2230 -5.1479 -2.5274
H 4.1982 -3.9942 -4.7144
H 2.1478 -2.8173 -5.4595
H 0.1599 -2.7711 -4.0095
H -3.5096 -3.5640 -1.0992
H -5.4128 -4.2246 -2.5022
H -5.0346 -5.4319 -4.6287
H -2.7309 -6.0060 -5.3222
H -0.8239 -5.3789 -3.9099

Results
Maximum force, eV/A: 1.4
LUMO level, eV: 0.04
Multiplicity: 1
HOMO-LUMO gap, eV: 4.96
HOMO level, eV: -4.913
M, u: 905.82

=====

ORCA calculation (ωB97M-V with the def2-TZVPD basis set) on 2 unconnected molecules or ions with the total composition C5H13NO2.

Geometry (Å):
C 0.2460 0.0442 1.5678
C -0.8457 1.0152 1.9387
C 0.5404 -0.3654 0.2146
N -0.4878 -0.1051 -0.7011
C -0.1302 -0.2979 -2.1149
C -1.6512 -0.7672 -0.2260
O 1.5407 -0.9262 -0.1617
H 0.9864 -0.2629 2.2963
H -0.4534 -1.0867 1.5427
H -0.5974 1.6655 2.7752
H -1.8243 0.5774 2.1164
H -0.9841 1.6691 1.0731
H 0.6479 0.4236 -2.3361
H -1.0374 -0.0027 -2.6437
H 0.1618 -1.3097 -2.3925
H -2.4690 -0.0481 -0.2862
H -1.1975 -0.6715 0.8334
H -1.8343 -1.7943 -0.5406
H 2.5201 0.2826 -0.7670
H 3.8597 1.0182 -0.8760
O 3.0093 0.9417 -1.3126

Results
Maximum force, eV/A: 5.1
LUMO level, eV: 0.64
Multiplicity: 1
HOMO-LUMO gap, eV: 10.08
HOMO level, eV: -9.436
M, u: 119.16

=====

Please write out number 3 again, unchanged.
ORCA calculation (ωB97M-V with the def2-TZVPD basis set) on a molecular structure, C13H12O5PPt.

Geometry (Å):
O -0.5084 -4.4738 -4.1656
C -0.5988 -3.6034 -3.4176
Pt -0.5453 -2.0480 -2.1351
O 2.5479 -2.1458 -1.5257
C 1.4206 -2.1722 -1.7819
C -2.5943 -1.7719 -2.2321
O -3.1615 -0.7964 -1.7730
C -1.1491 -3.2808 -0.6382
O -1.7686 -3.9995 0.0244
C -0.3963 -0.6282 -3.4648
O -0.3299 0.1706 -4.2953
H -3.2318 -2.5344 -2.7505
C -1.2072 1.1064 -0.5106
P 0.2500 0.0767 0.0492
C -0.3322 -1.0149 1.3894
C 0.8562 1.3755 1.2352
C 0.1981 1.7881 2.4090
C 0.8361 2.6932 3.2616
C 2.0871 3.2175 2.8905
C 2.6960 2.8592 1.6779
C 2.0764 1.9338 0.8392
H -2.0588 0.5062 -0.8061
H -0.8404 1.6216 -1.4196
H -1.4614 1.8586 0.2398
H 0.0848 -0.5692 2.3018
H -1.4339 -1.0731 1.4671
H 0.1438 -1.9876 1.3344
H -0.7818 1.3615 2.6621
H 0.3891 2.9122 4.2320
H 2.6353 3.8361 3.5984
H 3.6909 3.2144 1.4089
H 2.4871 1.5677 -0.1049

Results
Maximum force, eV/A: 6.7
<S²>: 6.053
LUMO level (spin up / spin down), eV: -10.99 / -14.31
Multiplicity: 5
HOMO-LUMO gap (spin up / spin down), eV: 5.88 / 5.80
Net charge: +3
HOMO level (spin up / spin down), eV: -16.865 / -20.114
M, u: 474.29

=====

Please write out number 3 again, unchanged.
ORCA calculation (ωB97M-V with the def2-TZVPD basis set) on a molecular structure, C13H12O5PPt.

Geometry (Å):
O -0.5084 -4.4738 -4.1656
C -0.5988 -3.6034 -3.4176
Pt -0.5453 -2.0480 -2.1351
O 2.5479 -2.1458 -1.5257
C 1.4206 -2.1722 -1.7819
C -2.5943 -1.7719 -2.2321
O -3.1615 -0.7964 -1.7730
C -1.1491 -3.2808 -0.6382
O -1.7686 -3.9995 0.0244
C -0.3963 -0.6282 -3.4648
O -0.3299 0.1706 -4.2953
H -3.2318 -2.5344 -2.7505
C -1.2072 1.1064 -0.5106
P 0.2500 0.0767 0.0492
C -0.3322 -1.0149 1.3894
C 0.8562 1.3755 1.2352
C 0.1981 1.7881 2.4090
C 0.8361 2.6932 3.2616
C 2.0871 3.2175 2.8905
C 2.6960 2.8592 1.6779
C 2.0764 1.9338 0.8392
H -2.0588 0.5062 -0.8061
H -0.8404 1.6216 -1.4196
H -1.4614 1.8586 0.2398
H 0.0848 -0.5692 2.3018
H -1.4339 -1.0731 1.4671
H 0.1438 -1.9876 1.3344
H -0.7818 1.3615 2.6621
H 0.3891 2.9122 4.2320
H 2.6353 3.8361 3.5984
H 3.6909 3.2144 1.4089
H 2.4871 1.5677 -0.1049

Results
Maximum force, eV/A: 6.7
<S²>: 6.053
LUMO level (spin up / spin down), eV: -10.99 / -14.31
Multiplicity: 5
HOMO-LUMO gap (spin up / spin down), eV: 5.88 / 5.80
Net charge: +3
HOMO level (spin up / spin down), eV: -16.865 / -20.114
M, u: 474.29

=====

What is the maximum force in the fifth record?
5.1 eV/A